Density functional theory data (wB97M-V/def2-TZVPD) for a structure of composition C36H99IN9O10V.

Last column: Mulliken charge in e.
Atoms and positions in Å:
O (-2.006, 2.070, 3.378)  -0.69
V (-1.386, 1.051, 2.392)  0.83
I (0.594, 1.729, 0.836)  -0.64
C (-1.897, 4.075, -2.765)  -1.17
C (-1.878, 4.933, -3.976)  0.67
C (-3.273, 5.382, -4.451)  -1.12
O (-4.160, 4.294, -4.386)  -0.19
C (-5.351, 4.628, -4.915)  -1.04
N (-1.119, 6.175, -3.690)  -0.75
H (-2.276, 3.073, -2.878)  -0.06
H (-2.543, 4.539, -1.994)  0.52
H (-0.885, 4.068, -2.389)  0.47
H (-1.318, 4.541, -4.848)  0.44
H (-3.224, 5.730, -5.516)  0.31
H (-3.599, 6.138, -3.709)  0.28
H (-5.370, 4.909, -5.963)  0.39
H (-5.766, 5.485, -4.372)  0.38
H (-6.050, 3.805, -4.814)  0.28
H (-1.268, 6.338, -2.713)  0.17
H (-0.138, 5.951, -3.814)  0.34
C (-5.290, -0.301, 3.192)  -1.78
C (-4.166, -0.285, 2.170)  0.85
C (-4.045, 1.070, 1.434)  -1.33
O (-2.745, 1.168, 0.929)  0.97
C (-2.597, 1.623, -0.488)  -1.03
N (-2.791, -0.511, 2.809)  -0.27
H (-5.141, 0.369, 4.034)  0.40
H (-5.317, -1.318, 3.578)  0.44
H (-6.198, -0.108, 2.673)  0.49
H (-4.214, -1.048, 1.385)  -0.43
H (-4.185, 1.886, 2.114)  0.15
H (-4.740, 1.184, 0.628)  0.81
H (-3.540, 1.314, -0.912)  0.22
H (-1.839, 1.043, -0.992)  0.40
H (-2.534, 2.749, -0.484)  0.22
H (-2.526, -1.488, 2.593)  0.27
H (-2.889, -0.454, 3.825)  0.39
C (4.627, -5.396, 2.371)  -1.62
C (3.405, -5.050, 1.610)  0.60
C (2.209, -5.010, 2.589)  -0.43
O (0.925, -5.133, 1.968)  0.08
C (0.236, -6.386, 1.870)  -0.64
N (3.663, -3.883, 0.744)  -0.44
H (4.587, -6.395, 2.784)  0.58
H (4.786, -4.640, 3.162)  -0.03
H (5.479, -5.349, 1.733)  0.45
H (3.172, -5.859, 0.951)  0.55
H (2.223, -4.056, 3.084)  -0.29
H (2.340, -5.865, 3.308)  0.42
H (0.134, -6.883, 2.860)  0.31
H (0.663, -7.071, 1.118)  0.28
H (-0.712, -6.115, 1.451)  0.06
H (2.769, -3.689, 0.274)  0.01
H (3.890, -3.118, 1.403)  -0.10
C (-4.328, 2.166, -6.835)  -1.21
C (-4.107, 0.906, -5.932)  0.23
C (-2.565, 0.664, -5.799)  -0.73
O (-2.007, 1.283, -4.634)  0.14
C (-0.583, 1.180, -4.514)  -1.09
N (-4.793, 1.245, -4.715)  -0.58
H (-3.933, 2.022, -7.852)  0.41
H (-3.832, 2.970, -6.300)  0.16
H (-5.396, 2.413, -6.874)  0.35
H (-4.595, 0.000, -6.371)  0.37
H (-2.165, 1.052, -6.772)  0.25
H (-2.261, -0.394, -5.697)  0.42
H (-0.029, 1.931, -5.057)  0.34
H (-0.192, 0.235, -4.883)  0.51
H (-0.469, 1.196, -3.443)  0.17
H (-4.737, 0.544, -4.018)  0.27
H (-4.356, 2.039, -4.314)  0.12
C (7.863, -2.492, 4.406)  -1.57
C (6.455, -2.027, 4.252)  0.40
C (6.028, -1.850, 2.829)  -0.60
O (4.680, -1.495, 2.725)  0.22
C (4.488, -0.921, 1.459)  -1.43
N (5.505, -2.907, 4.959)  -0.49
H (8.559, -1.872, 3.865)  0.41
H (7.816, -3.489, 3.976)  0.40
H (8.132, -2.555, 5.460)  0.35
H (6.319, -0.985, 4.627)  0.25
H (6.223, -2.803, 2.276)  0.21
H (6.682, -1.060, 2.329)  0.46
H (5.102, -0.075, 1.306)  0.42
H (3.456, -0.613, 1.285)  0.24
H (4.762, -1.571, 0.627)  0.65
H (4.573, -2.837, 4.580)  -0.11
H (5.764, -3.850, 4.932)  0.32
C (2.130, 0.800, 3.944)  -1.67
C (1.164, -0.362, 3.796)  0.10
C (1.467, -1.316, 4.945)  -0.47
O (0.605, -2.435, 4.781)  -0.24
C (0.729, -3.479, 5.786)  -0.93
N (-0.204, -0.023, 3.855)  0.34
H (1.989, 1.289, 4.890)  0.49
H (2.006, 1.592, 3.219)  0.27
H (3.126, 0.415, 3.939)  0.32
H (1.382, -0.838, 2.846)  -0.01
H (1.370, -0.913, 5.937)  0.64
H (2.523, -1.591, 4.816)  -0.14
H (1.626, -4.031, 5.571)  0.28
H (-0.047, -4.213, 5.682)  0.32
H (0.779, -3.128, 6.803)  0.35
H (-0.413, 0.563, 4.655)  0.44
H (-0.748, -0.896, 3.952)  0.38
C (-3.490, -5.093, 1.534)  -1.59
C (-2.478, -4.135, 0.902)  0.82
C (-3.254, -3.126, 0.124)  -1.40
O (-2.373, -2.178, -0.546)  0.30
C (-2.903, -1.875, -1.851)  -1.04
N (-1.680, -3.391, 1.934)  -0.59
H (-2.960, -5.902, 2.082)  0.32
H (-4.160, -5.519, 0.769)  0.42
H (-4.144, -4.594, 2.252)  0.37
H (-1.939, -4.682, 0.163)  0.27
H (-3.840, -2.587, 0.859)  0.19
H (-3.881, -3.618, -0.560)  0.79
H (-2.237, -1.281, -2.467)  0.10
H (-3.800, -1.248, -1.720)  0.37
H (-3.198, -2.778, -2.431)  0.47
H (-1.035, -4.043, 2.435)  0.11
H (-1.074, -2.824, 1.393)  0.29
C (1.555, -4.376, -2.088)  -1.22
C (1.670, -2.842, -1.989)  0.47
C (1.335, -2.196, -3.302)  -0.40
O (2.075, -2.631, -4.408)  -0.43
C (3.315, -2.112, -4.460)  -0.71
N (0.884, -2.315, -0.798)  0.44
H (1.896, -4.933, -1.241)  0.15
H (2.106, -4.747, -2.983)  0.37
H (0.537, -4.823, -2.211)  0.30
H (2.706, -2.643, -1.744)  0.41
H (1.405, -1.042, -3.137)  0.21
H (0.255, -2.358, -3.518)  0.05
H (3.440, -1.053, -4.576)  0.30
H (3.816, -2.562, -5.330)  0.29
H (3.845, -2.399, -3.549)  0.29
H (-0.105, -2.416, -0.986)  -0.44
H (1.098, -1.369, -0.684)  0.03
C (2.123, 9.421, 0.290)  -1.57
C (1.669, 8.003, -0.073)  0.60
C (0.119, 7.890, -0.297)  -0.84
O (-0.334, 6.532, -0.449)  -0.17
C (-0.097, 5.787, 0.752)  -0.53
N (2.407, 7.504, -1.266)  -0.64
H (3.184, 9.476, 0.353)  0.44
H (1.738, 9.672, 1.316)  0.37
H (1.704, 10.191, -0.391)  0.35
H (1.997, 7.322, 0.723)  0.23
H (-0.124, 8.394, -1.216)  0.35
H (-0.411, 8.347, 0.555)  0.33
H (-0.769, 4.890, 0.640)  -0.20
H (-0.181, 6.326, 1.652)  0.45
H (0.918, 5.498, 0.675)  0.31
H (2.598, 8.273, -1.984)  0.28
H (1.809, 6.776, -1.628)  0.26

Results
total energy = -3917.5984 Ha
total charge = +1
spin multiplicity = 2
Kohn-Sham gap (spin up / spin down) = 7.8659 / 7.9263 eV